(1)
Below is the molecule C6H15N, with properties calculated with ωB97M-V/def2-TZVPD.

Calculated values
LUMO energy: 1.235 eV
HOMO level: -7.97 eV
M: 101.19 g mol⁻¹
F_max: 0.0104 hartree/bohr
Frontier orbital gap: 9.21 eV
Energy above the lowest of the compared OMol25 structures with the same formula, charge and spin: 74.1 kJ/mol

XYZ file:
```
22
Properties=species:S:1:pos:R:3:forces:R:3
C 0.7766 -0.2687 1.4916 -0.3 0.0 -0.2
N -0.5219 -0.6162 0.9686 -0.2 0.0 -0.1
C -1.5972 0.3439 0.8617 0.3 -0.3 0.0
C -2.6875 -0.1931 -0.0440 -0.2 0.3 -0.3
C 1.8908 -0.2568 0.4423 -0.3 0.2 -0.2
C 0.9844 0.0451 -1.9557 -0.4 0.0 -0.3
C 1.5873 0.6964 -0.7287 0.3 0.0 0.1
H 0.6841 0.7302 1.9261 0.0 0.0 0.0
H 1.0290 -0.9287 2.3211 0.2 -0.1 0.1
H -0.6779 -1.5113 0.5387 0.2 0.1 0.1
H -2.0177 0.5574 1.8471 -0.1 0.1 0.2
H -1.2019 1.2841 0.4604 -0.2 0.1 0.0
H -3.6325 0.3354 0.0987 0.1 0.1 0.0
H -2.8874 -1.2390 0.1582 0.0 -0.3 0.1
H -2.4153 -0.0973 -1.0980 0.0 -0.1 0.1
H 2.0128 -1.2787 0.0719 0.2 0.0 -0.1
H 2.8221 0.0530 0.9100 0.2 -0.1 0.2
H 0.1913 -0.6530 -1.6872 0.0 0.0 0.0
H 0.5386 0.7980 -2.6109 0.0 0.0 0.0
H 1.7105 -0.4978 -2.5583 0.2 -0.1 0.1
H 2.4995 1.2192 -1.0285 0.0 0.0 0.0
H 0.9122 1.4779 -0.3850 -0.1 0.1 0.1
```
Positions in Å, forces in eV/Å.

These are the Löwdin partial charges, in e, on atoms 1 to 5: C -0.245; N -0.098; C -0.301; C -0.099; C -0.198

=====

(2)
Below is the molecule C4H8O2, with properties calculated with ωB97M-V/def2-TZVPD.

Calculated values
LUMO energy: 0.924 eV
HOMO level: -9.68 eV
M: 88.11 g mol⁻¹
F_max: 0.0100 hartree/bohr
Frontier orbital gap: 10.60 eV
Energy above the lowest of the compared OMol25 structures with the same formula, charge and spin: 80.6 kJ/mol

XYZ file:
```
14
Properties=species:S:1:pos:R:3:forces:R:3
C 0.6219 0.6429 -1.5593 0.2 0.0 -0.1
C -0.4033 0.3362 -0.4816 0.2 0.1 0.1
O -1.5655 -0.2756 -1.0217 0.1 -0.4 -0.2
C 0.1496 -0.6496 0.5644 0.1 -0.1 -0.1
O 0.6470 -1.6880 0.1804 -0.2 0.4 0.2
C -0.0278 -0.3058 2.0237 0.1 -0.1 0.0
H 1.4840 1.1990 -1.1701 -0.2 -0.1 0.0
H 0.1521 1.2332 -2.3471 0.0 0.0 0.1
H 0.9999 -0.2871 -1.9930 -0.1 0.1 0.1
H -0.7443 1.2576 0.0028 0.0 -0.2 -0.1
H -1.2759 -1.1378 -1.3714 -0.2 0.3 0.1
H 0.7431 0.4161 2.3252 -0.1 -0.1 -0.1
H 0.0843 -1.2074 2.6299 0.0 0.2 -0.1
H -1.0038 0.1612 2.1973 0.2 -0.1 -0.1
```
Positions in Å, forces in eV/Å.

These are the Löwdin partial charges, in e, on atoms 1 to 5: C -0.041; C -0.395; O -0.021; C -0.395; O 0.087

=====

(3)
Below is a cluster of 2 separate species, C4H11NO2 in total at a distorted geometry, with properties calculated with ωB97M-V/def2-TZVPD.

Calculated values
LUMO energy: 0.801 eV
HOMO level: -9.80 eV
M: 105.14 g mol⁻¹
F_max: 0.0401 hartree/bohr
Frontier orbital gap: 10.60 eV
Energy above the lowest of the compared OMol25 structures with the same formula, charge and spin: 62.8 kJ/mol

XYZ file:
```
18
Properties=species:S:1:pos:R:3:forces:R:3
C -1.4297 -0.3387 3.0276 -0.6 -0.7 1.4
C -0.5627 -0.7287 1.8539 -1.0 0.0 -1.8
C -1.2188 -0.2349 0.5116 0.7 -0.4 0.3
C -0.3773 -0.4820 -0.7300 -0.1 -1.3 0.4
N -0.9963 -0.5546 -1.9508 0.3 0.4 -1.2
O 0.8048 -0.7494 -0.6447 0.3 0.6 -0.1
H -2.2088 0.4122 2.8426 0.5 0.1 0.0
H -0.8070 -0.0864 3.8870 -0.1 0.6 -0.1
H -1.9831 -1.2111 3.4346 0.1 0.3 -0.5
H 0.4834 -0.4105 1.9424 -0.4 -0.3 -0.1
H -0.6946 -1.8090 1.7409 1.0 0.0 0.2
H -2.1400 -0.8121 0.4251 -0.3 0.4 -0.2
H -1.4240 0.8281 0.5160 -0.3 0.3 0.2
H -1.9625 -0.5188 -2.2251 -0.2 0.3 0.9
H -0.3860 -0.5449 -2.7642 0.0 -0.2 0.6
H 5.4205 2.9398 -3.5639 0.1 -0.1 0.3
H 4.6019 1.7087 -4.0310 0.1 -0.1 0.3
O 4.8800 2.5921 -4.2719 -0.1 0.3 -0.5
```
Positions in Å, forces in eV/Å.

These are the Löwdin partial charges, in e, on atoms 1 to 5: C -0.132; C -0.239; C -0.129; C -0.547; N 0.141

=====

(4)
Below is a cluster of 2 separate species, C4H11NSi in total at a distorted geometry, with properties calculated with ωB97M-V/def2-TZVPD.

Calculated values
LUMO energy (spin up / spin down): 0.630 / -0.358 eV
HOMO level (spin up / spin down): -9.15 / -5.75 eV
M: 101.22 g mol⁻¹
F_max: 0.0839 hartree/bohr
Frontier orbital gap (spin up / spin down): 9.78 / 5.39 eV
Energy above the lowest of the compared OMol25 structures with the same formula, charge and spin: 472.8 kJ/mol

XYZ file:
```
17
Properties=species:S:1:pos:R:3:forces:R:3
C -2.4098 -1.2832 2.2081 -2.4 -0.1 1.1
C 1.5414 -0.0904 0.9827 0.1 3.4 0.9
C 0.5717 2.2370 -1.2345 4.0 -1.1 1.2
C 0.1286 -0.9913 -1.6963 -1.4 2.0 -2.5
N -1.9890 -1.3928 1.0582 0.6 0.2 -0.2
Si 0.5205 0.4231 -0.4915 -2.0 0.5 -0.3
H -3.4692 -1.7173 2.4592 1.5 0.2 -0.5
H -2.0623 -0.7026 3.0886 0.5 -0.1 -0.6
H 1.6804 -1.0972 0.9067 0.4 -2.9 -0.1
H 2.5574 0.3859 1.0113 -0.9 -0.3 0.3
H 0.9467 0.1077 1.9279 1.0 -0.1 -1.0
H -0.2690 2.5154 -1.7970 -1.1 0.2 -0.7
H 0.8034 2.9910 -0.4236 -0.5 -0.8 -0.8
H 1.5430 2.2235 -1.8926 -1.8 0.3 0.8
H -0.4172 -1.7901 -1.1900 0.8 -0.3 -0.1
H -0.6592 -0.6584 -2.5363 1.4 -0.2 2.0
H 0.9826 -1.1604 -2.3808 -0.2 -0.9 0.8
```
Positions in Å, forces in eV/Å.

These are the Löwdin partial charges, in e, on atoms 1 to 5: C -0.249; C -0.263; C -0.252; C -0.281; N 0.059

=====

(5)
Below is the molecule C3H9NO at a distorted geometry, with properties calculated with ωB97M-V/def2-TZVPD.

Calculated values
LUMO energy: 1.107 eV
HOMO level: -9.26 eV
M: 75.11 g mol⁻¹
F_max: 0.0538 hartree/bohr
Frontier orbital gap: 10.36 eV
Energy above the lowest of the compared OMol25 structures with the same formula, charge and spin: 123.4 kJ/mol

XYZ file:
```
14
Properties=species:S:1:pos:R:3:forces:R:3
C 0.4486 -0.8885 -0.2838 -0.4 -1.8 -2.1
O -0.4398 -1.6975 -1.1220 0.0 1.1 -0.5
C -0.2494 0.3534 0.1905 0.3 0.9 1.9
C 0.1812 1.6194 -0.5370 0.4 0.2 0.6
N 0.0357 0.5099 1.6607 0.1 0.3 -0.6
H 1.2624 -0.6253 -0.9727 0.1 0.0 0.4
H 0.8226 -1.5895 0.4528 0.2 0.7 0.7
H -0.6311 -2.5512 -0.7533 0.1 -0.3 0.5
H -1.3235 0.3075 0.0053 0.0 -0.6 0.2
H -0.3425 2.4647 -0.0780 -0.5 -0.1 -0.7
H 1.2211 1.9211 -0.3647 0.2 -0.6 -0.2
H 0.0153 1.4647 -1.5977 -0.1 0.5 -0.2
H -0.7820 0.4955 2.2601 0.1 0.1 -0.3
H 0.5555 1.3770 1.7975 -0.4 -0.3 0.2
```
Positions in Å, forces in eV/Å.

These are the Löwdin partial charges, in e, on atoms 1 to 5: C -0.202; O -0.095; C -0.422; C -0.084; N 0.022

=====

(6)
Below is the ion C27H35N4O5S2 with charge +1 at a distorted geometry, with properties calculated with ωB97M-V/def2-TZVPD.

Calculated values
LUMO energy: -3.152 eV
HOMO level: -10.44 eV
M: 559.73 g mol⁻¹
F_max: 0.0253 hartree/bohr
Frontier orbital gap: 7.29 eV
Energy above the lowest of the compared OMol25 structures with the same formula, charge and spin: 110.4 kJ/mol
Total charge: +1

XYZ file:
```
73
Properties=species:S:1:pos:R:3:forces:R:3
C -2.5804 -2.4023 0.0529 -0.1 0.0 -0.2
H -2.0973 -3.3651 0.1954 0.1 0.0 0.1
H -3.2937 -2.2641 0.8620 -0.1 0.0 0.1
C -3.2909 -2.3713 -1.2976 0.1 0.2 0.1
H -2.5763 -2.5654 -2.0975 0.0 -0.1 -0.1
H -4.0333 -3.1692 -1.3193 -0.1 0.0 -0.1
C -4.0193 -1.0448 -1.5362 -0.9 -0.7 0.2
N -3.0391 0.0359 -1.8304 0.0 0.7 0.6
H -2.2592 -0.0843 -1.1750 0.0 0.1 0.0
C -2.4798 0.0297 -3.1997 0.2 0.2 -0.9
C -3.5673 -0.0215 -4.2637 0.0 -0.2 0.1
C -4.4792 -1.2164 -4.0201 -0.1 0.2 0.0
C -5.0863 -1.0908 -2.6288 0.2 0.0 -0.1
H -5.7565 -1.9254 -2.4238 0.0 0.0 0.1
H -5.6741 -0.1725 -2.5741 -0.1 0.0 0.0
H -5.2734 -1.2350 -4.7647 0.0 -0.1 0.0
H -3.9162 -2.1467 -4.1096 0.0 -0.1 -0.1
H -3.0870 -0.0949 -5.2392 0.1 0.1 0.0
H -4.1476 0.9005 -4.2411 0.0 0.0 -0.1
H -1.8897 0.9412 -3.3160 0.1 -0.1 0.1
H -1.8187 -0.8362 -3.3049 0.0 0.1 0.2
S -3.7394 1.7699 -1.3576 0.5 -0.2 0.3
O -4.9362 1.4520 -0.6661 0.0 -0.1 0.3
O -3.7618 2.4941 -2.5754 0.4 0.2 -0.1
C -2.4287 2.2642 -0.2718 -0.6 -0.2 -0.5
C -1.4662 3.1514 -0.7174 0.2 0.2 -0.1
C -0.4068 3.4537 0.1198 -0.2 0.0 0.2
C -0.3059 2.8304 1.3606 -0.7 0.5 0.0
C -1.3329 2.0055 1.8221 0.0 0.2 -0.1
C -2.4008 1.7118 0.9978 0.0 -0.1 0.3
H -3.2094 1.0774 1.3244 -0.1 -0.1 0.1
H -1.2814 1.5814 2.8129 0.0 -0.1 0.1
C 0.8586 3.1167 2.2685 -0.1 -0.2 -0.1
O 0.9996 4.1702 2.8341 0.0 0.2 -0.1
N 1.7147 2.0518 2.4553 0.0 0.3 0.5
C 1.6499 0.9340 1.6733 0.0 -1.0 -0.5
N 1.0032 0.8986 0.5566 0.5 0.4 0.0
C 1.0125 -0.3402 0.0035 0.3 -0.9 0.4
C 0.3792 -0.6618 -1.2038 0.1 -0.3 -0.1
C 0.4635 -1.9707 -1.5917 0.2 -0.2 0.3
C 1.1547 -2.9396 -0.8428 -0.1 0.6 -0.1
C 1.7996 -2.6422 0.3317 -0.1 -0.3 -0.3
C 1.7083 -1.3153 0.7502 -0.4 0.5 -0.1
S 2.3905 -0.5845 2.1737 -0.4 0.0 -0.4
H 2.3340 -3.3887 0.8921 0.1 -0.2 0.1
O 1.0490 -4.1449 -1.4689 0.1 -0.1 0.4
C 0.3376 -3.9165 -2.6625 -0.2 -0.9 -0.9
O -0.1042 -2.5686 -2.6871 0.0 0.5 0.2
H -0.5321 -4.5871 -2.7086 0.2 0.2 0.1
H 0.9910 -4.1046 -3.5288 -0.1 0.1 0.2
H -0.0889 0.1076 -1.7921 -0.1 0.2 -0.2
C 2.7948 2.1687 3.4227 0.3 0.2 0.1
C 4.1306 2.5235 2.7561 0.1 -0.1 0.2
H 4.3444 3.5851 2.8721 0.0 0.1 -0.1
H 4.0655 2.3129 1.6871 0.0 0.0 -0.1
C 5.2659 1.6953 3.3632 -0.2 0.1 -0.2
N 5.0608 0.2805 3.0821 0.3 0.2 0.2
C 5.5438 -0.5817 4.1434 0.0 0.0 0.0
H 5.0545 -0.3164 5.0792 0.0 0.0 0.1
H 6.6315 -0.5163 4.2833 0.0 0.0 0.0
H 5.2887 -1.6126 3.9018 0.0 -0.1 0.0
C 5.6347 -0.1033 1.8070 -0.1 0.1 0.1
H 5.3696 -1.1378 1.5926 0.0 -0.1 -0.1
H 6.7306 -0.0150 1.7966 0.0 0.0 0.0
H 5.2316 0.5264 1.0155 0.0 0.0 -0.1
H 5.2679 1.8478 4.4442 0.1 0.0 0.0
H 6.2299 2.0522 2.9729 0.0 0.0 0.1
H 2.5004 2.9332 4.1423 0.0 -0.2 0.0
H 2.8913 1.2042 3.9281 -0.1 0.1 0.1
H 0.3592 4.1431 -0.1968 0.1 0.1 -0.1
H -1.5596 3.5926 -1.6969 0.1 0.1 -0.1
H -4.5133 -0.7547 -0.6023 0.2 -0.1 -0.1
H -1.8088 -1.6358 0.1349 0.1 0.0 0.1
```
Positions in Å, forces in eV/Å.

These are the Löwdin partial charges, in e, on atoms 1 to 5: C -0.063; H 0.088; H 0.086; C -0.173; H 0.097

=====

Please write out number 5 again, unchanged.
Below is the molecule C3H9NO at a distorted geometry, with properties calculated with ωB97M-V/def2-TZVPD.

Calculated values
LUMO energy: 1.107 eV
HOMO level: -9.26 eV
M: 75.11 g mol⁻¹
F_max: 0.0538 hartree/bohr
Frontier orbital gap: 10.36 eV
Energy above the lowest of the compared OMol25 structures with the same formula, charge and spin: 123.4 kJ/mol

XYZ file:
```
14
Properties=species:S:1:pos:R:3:forces:R:3
C 0.4486 -0.8885 -0.2838 -0.4 -1.8 -2.1
O -0.4398 -1.6975 -1.1220 0.0 1.1 -0.5
C -0.2494 0.3534 0.1905 0.3 0.9 1.9
C 0.1812 1.6194 -0.5370 0.4 0.2 0.6
N 0.0357 0.5099 1.6607 0.1 0.3 -0.6
H 1.2624 -0.6253 -0.9727 0.1 0.0 0.4
H 0.8226 -1.5895 0.4528 0.2 0.7 0.7
H -0.6311 -2.5512 -0.7533 0.1 -0.3 0.5
H -1.3235 0.3075 0.0053 0.0 -0.6 0.2
H -0.3425 2.4647 -0.0780 -0.5 -0.1 -0.7
H 1.2211 1.9211 -0.3647 0.2 -0.6 -0.2
H 0.0153 1.4647 -1.5977 -0.1 0.5 -0.2
H -0.7820 0.4955 2.2601 0.1 0.1 -0.3
H 0.5555 1.3770 1.7975 -0.4 -0.3 0.2
```
Positions in Å, forces in eV/Å.

These are the Löwdin partial charges, in e, on atoms 1 to 5: C -0.202; O -0.095; C -0.422; C -0.084; N 0.022